# 1
Molecular formula: C50H24Cl4F5N4Tl
Method: DFT, wB97M-V/def2-TZVPD

Each line ends with the Mulliken charge.
Element x y z (Å)
1 H 5.055 -1.343 -0.504  0.470
2 C 3.571 4.369 0.912  0.063
3 C 3.423 3.542 -0.201  -0.622
4 H -4.182 3.041 -2.420  0.513
5 H 5.925 4.880 -2.095  0.389
6 C -4.682 5.467 0.533  -0.875
7 C 4.558 -5.461 -1.172  -0.880
8 H -1.405 -5.118 -0.351  0.461
9 C 5.241 -4.553 0.953  -0.905
10 H -4.816 -6.127 -2.258  0.387
11 C 0.610 0.566 4.778  -0.435
12 C -5.537 -5.452 -0.361  0.408
13 H 5.889 -4.593 1.819  0.385
14 H -1.357 5.168 -0.436  0.438
15 H 1.277 5.155 -0.352  0.436
16 C 2.867 1.118 -0.298  0.245
17 C -2.499 -2.453 -0.540  1.583
18 C 4.201 0.706 -0.375  -1.037
19 C -4.316 0.735 -0.624  -1.165
20 C -4.315 -0.667 -0.676  -1.292
21 C -5.417 -4.536 0.673  -0.979
22 C 5.367 5.539 -0.135  0.415
23 C 0.624 4.298 -0.301  -1.376
24 C 1.054 -2.878 -0.436  -0.053
25 C -4.326 3.722 -1.591  -0.262
26 H -6.080 -4.590 1.526  0.387
27 H -3.137 4.337 1.499  0.479
28 C 0.587 -4.267 -0.357  -1.375
29 H 5.069 1.346 -0.392  0.509
30 C -1.182 2.913 -0.301  -0.126
31 F -1.775 -1.890 2.544  -0.026
32 H 4.149 -2.837 1.622  0.488
33 C -4.432 -3.564 0.597  -0.104
34 C -5.445 5.589 -0.611  0.390
35 F -0.263 -0.431 6.733  -0.349
36 C 5.263 4.729 -1.253  -0.898
37 F 1.459 1.539 2.844  -0.098
38 C -3.735 4.453 0.604  0.000
39 N -0.060 2.112 -0.243  -0.313
40 Tl -0.085 -0.026 0.351  2.033
41 C 2.361 -2.473 -0.362  1.473
42 C -3.558 -3.493 -0.492  -0.533
43 C 4.531 5.372 0.952  -0.965
44 C 2.858 -1.101 -0.361  0.167
45 H 1.223 -5.131 -0.248  0.449
46 H 4.633 6.010 1.820  0.390
47 C -0.717 4.305 -0.343  -1.292
48 C -0.753 -4.261 -0.410  -1.163
49 H 4.685 -6.193 -1.958  0.386
50 N -2.189 0.026 -0.432  -0.344
51 C -3.722 -4.422 -1.517  0.035
52 C -0.974 -1.067 3.245  0.426
53 C 4.195 -0.696 -0.422  -1.345
54 N 2.062 0.011 -0.297  -0.351
55 H -4.831 6.148 1.361  0.393
56 C 3.588 -4.471 -1.268  -0.094
57 C 3.407 -3.521 -0.264  -0.474
58 C -1.198 -2.869 -0.522  -0.040
59 C -0.151 -0.173 2.595  -0.839
60 C -2.986 -1.079 -0.550  0.254
61 H 4.197 3.099 -2.144  0.490
62 H -4.321 -2.843 1.397  0.511
63 C -2.489 2.509 -0.386  1.501
64 Cl 6.588 6.798 -0.097  -0.269
65 Cl -6.649 6.861 -0.715  -0.268
66 H -3.065 -4.368 -2.376  0.462
67 C 5.374 -5.490 -0.059  0.407
68 H -5.178 1.380 -0.689  0.496
69 C 0.631 0.633 3.394  0.702
70 C -0.227 -0.347 5.392  1.056
71 Cl -6.780 -6.688 -0.275  -0.270
72 H -5.886 4.837 -2.569  0.387
73 C 4.294 3.738 -1.276  -0.149
74 H 2.951 -4.427 -2.143  0.485
75 Cl 6.609 -6.729 0.073  -0.268
76 F -1.838 -2.056 5.235  -0.325
77 C -1.028 -1.173 4.625  -0.494
78 F 1.384 1.361 5.538  -0.325
79 C -3.526 3.569 -0.455  -0.354
80 C -4.700 -5.408 -1.458  -0.932
81 C 4.264 -3.578 0.841  -0.187
82 C 2.375 2.490 -0.242  1.627
83 H -5.172 -1.309 -0.808  0.484
84 N -0.065 -2.071 -0.543  -0.502
85 C -5.280 4.722 -1.679  -0.892
86 C 1.071 2.903 -0.235  0.066
87 H 2.915 4.215 1.761  0.512
88 C -2.985 1.139 -0.470  0.211

Results
Highest occupied orbital energy = -0.20 eV
DFT total energy = -4651.44889 Ha
Energy above the lowest of the compared OMol25 structures with the same formula, charge and spin = 0.0000 eV
Gap between HOMO and LUMO = 3.91 eV
Charge = -2

---

# 2
Molecular formula: C39H30ClN6O7ReS
Method: DFT, wB97M-V/def2-TZVPD

Each line ends with the Mulliken charge.
Element x y z (Å)
1 H 1.106 4.077 -1.045  0.384
2 C 4.363 1.982 -0.648  -1.165
3 N -1.714 -1.035 5.185  -0.261
4 H -3.405 -0.730 0.234  0.235
5 C 0.827 5.077 3.012  -0.961
6 H 1.146 0.012 -3.590  0.683
7 H -1.246 -0.061 2.731  0.128
8 C 2.814 -2.289 0.888  -1.084
9 C 2.344 -1.001 1.233  1.259
10 C 0.158 -4.709 -3.328  0.047
11 C 3.733 -0.042 -1.794  -0.618
12 H 4.117 -0.412 2.295  0.466
13 C 0.575 3.414 -1.729  -0.469
14 C -1.748 -5.931 -3.279  -0.442
15 H -1.091 0.870 -2.783  0.365
16 H -0.801 6.328 2.392  0.476
17 N -2.155 0.131 -1.176  -0.063
18 O 0.739 2.031 -1.358  0.038
19 H -3.784 2.429 0.624  0.607
20 C -1.618 0.006 -2.405  -0.592
21 C -3.027 -2.082 -1.383  -1.014
22 C -3.650 1.802 1.497  -0.188
23 C -2.217 0.414 2.696  -0.035
24 C 2.020 -3.157 0.196  -0.917
25 Cl 6.309 0.153 -1.022  -0.205
26 H 0.933 3.585 -2.745  0.535
27 C 3.122 -0.111 1.988  -1.080
28 H 2.321 3.625 3.469  0.454
29 C 0.848 2.871 2.072  0.738
30 N 0.610 0.701 1.109  0.601
31 C -1.800 -3.616 -2.965  0.572
32 H 5.123 2.596 -0.183  0.489
33 H 0.086 -3.468 -0.674  0.581
34 H 1.264 5.831 3.652  0.450
35 H -0.921 -0.518 4.852  0.162
36 H 3.221 1.803 2.931  0.553
37 C -0.325 3.134 1.352  0.397
38 H 1.783 -1.456 -2.838  0.240
39 N -0.428 -5.903 -3.413  -0.497
40 C -2.509 -4.799 -2.995  -0.707
41 H 2.369 -4.121 -0.140  0.442
42 O -3.962 -1.158 5.416  -0.585
43 H -1.822 4.634 0.943  0.525
44 O -1.393 4.787 -1.969  -0.526
45 S 1.977 -4.556 -3.346  1.072
46 C -1.632 -1.175 -3.096  -0.255
47 H -1.056 -1.284 -4.004  0.495
48 Re -1.007 1.553 0.204  1.405
49 H 0.490 -0.568 -2.061  -0.990
50 C -0.337 5.354 2.303  -1.040
51 O 2.183 -3.351 -2.533  -0.483
52 H -0.809 -1.274 -0.031  0.433
53 C 0.703 -2.771 -0.125  -0.468
54 C -2.988 -0.727 4.846  0.363
55 C -0.915 4.388 1.487  -0.070
56 C -3.182 0.192 3.658  0.054
57 H -3.577 -4.856 -2.830  0.476
58 H -3.580 -2.893 -0.929  0.418
59 C 1.049 -0.598 0.845  -0.260
60 H -5.607 2.107 2.275  0.471
61 H 4.009 -1.000 -2.217  0.656
62 C 2.411 0.386 -1.899  0.124
63 C 1.406 -0.454 -2.635  0.025
64 C -2.929 -0.869 -0.729  -0.412
65 O -1.578 2.708 -1.148  -0.748
66 C -0.887 3.769 -1.636  0.127
67 H -2.222 -6.902 -3.377  0.428
68 C 2.093 1.615 -1.322  0.836
69 C 3.053 2.418 -0.723  -0.403
70 C 0.215 -1.530 0.212  -0.349
71 C -4.425 0.793 3.510  -0.252
72 H 2.798 3.376 -0.291  0.273
73 C -2.250 -2.280 -2.520  0.820
74 H -1.586 -1.623 5.993  0.247
75 O 2.427 -5.766 -2.702  -0.693
76 N -0.492 -3.563 -3.174  -0.110
77 C 2.627 1.119 2.345  -1.108
78 C 1.422 3.832 2.903  -0.544
79 H -5.186 0.596 4.254  0.532
80 O 2.285 -4.381 -4.743  -0.699
81 C 4.688 0.738 -1.165  -0.014
82 C -4.657 1.614 2.420  -0.944
83 H 3.821 -2.563 1.180  0.472
84 C 1.388 1.531 1.868  0.837
85 N -2.454 1.200 1.629  0.262

Results
Highest occupied orbital energy (spin up / spin down) = -10.28 / -10.28 eV
Multiplicity = 2
DFT total energy = -3295.83606 Ha
Energy above the lowest of the compared OMol25 structures with the same formula, charge and spin = 0.2007 eV
Gap between HOMO and LUMO (spin up / spin down) = 4.65 / 4.92 eV
Charge = +1

---

# 3
Molecular formula: C34H55BrIN6O5S
Method: DFT, wB97M-V/def2-TZVPD

Each line ends with the Mulliken charge.
Element x y z (Å)
1 C 1.783 -3.783 -0.821  -1.189
2 C -7.441 6.157 1.341  -0.999
3 C -0.844 -1.315 -4.549  -1.550
4 C 0.953 -0.390 -1.604  -1.756
5 H 0.566 -4.368 2.227  0.806
6 C -1.426 -5.111 0.629  -1.373
7 H 2.191 -0.385 2.027  0.675
8 H 4.163 -3.045 -1.801  0.552
9 C 3.884 -0.233 -1.257  -3.188
10 H 5.743 1.645 -0.458  0.303
11 N 0.335 -0.031 -2.890  -0.243
12 H 5.482 3.823 1.194  0.444
13 C -1.403 0.272 3.491  0.280
14 H 3.166 3.085 -0.997  0.407
15 Br 6.946 -1.406 -2.443  -0.130
16 H -0.713 2.907 0.343  0.328
17 C -0.284 -4.797 -0.308  0.575
18 H 1.411 1.534 1.204  0.780
19 H -1.345 -4.615 1.589  0.282
20 H -0.077 0.802 0.634  0.954
21 H -7.537 7.114 0.829  0.365
22 S 3.261 -0.178 -3.924  -0.178
23 H 0.263 -2.765 -1.850  0.619
24 H 1.813 -6.322 0.405  0.312
25 H -1.508 -6.190 0.716  0.316
26 C 5.366 -2.082 -3.365  -0.060
27 C -6.737 3.007 1.198  0.853
28 C -6.274 5.371 0.781  -0.439
29 H 3.942 2.141 -2.248  0.504
30 H 0.152 -0.803 -0.989  1.161
31 C 3.739 2.185 -1.183  -0.857
32 C -3.216 1.675 2.657  -0.457
33 H -1.799 -0.664 -1.355  0.200
34 H 5.821 1.385 1.966  0.231
35 H -7.980 2.117 -0.267  0.320
36 N 0.735 -3.981 0.178  0.902
37 H 1.642 -1.437 0.746  -0.752
38 C 5.033 2.471 -0.411  -0.791
39 H 0.062 -1.147 -5.118  0.326
40 H -8.835 3.157 0.885  0.297
41 H 4.750 0.157 -1.774  0.904
42 N -1.321 2.706 -0.456  -0.630
43 H 5.035 2.513 3.105  0.433
44 H 2.963 -5.876 1.645  0.360
45 O -6.072 4.140 1.483  -0.370
46 N 3.053 0.913 -0.722  1.584
47 H 1.392 -6.507 2.123  0.331
48 H -1.732 -0.973 -5.084  0.521
49 C -3.647 -0.054 4.259  -0.825
50 H -3.510 2.476 1.996  0.510
51 C -0.768 -0.596 -3.227  0.992
52 H -5.352 5.933 0.919  0.334
53 C -1.869 1.317 2.699  0.012
54 H 5.485 3.282 -0.982  0.546
55 C 4.946 2.004 2.151  -0.867
56 H -7.293 6.340 2.405  0.314
57 H -2.672 -1.452 -2.636  0.418
58 O -0.297 -5.201 -1.451  -0.563
59 C -0.598 2.288 -1.405  -0.800
60 C -4.125 0.964 3.437  -0.460
61 C 1.344 -0.601 1.369  0.803
62 H 1.240 2.954 -0.727  0.912
63 H 3.252 0.920 0.281  -0.034
64 I 4.785 -1.305 0.412  0.150
65 H -4.363 -0.595 4.864  0.372
66 C 1.314 -4.457 1.449  -1.007
67 H 2.537 0.894 -3.580  0.246
68 N 1.879 -1.463 -1.847  1.045
69 C -2.303 -0.414 4.302  -0.419
70 O -0.448 -1.940 2.163  -0.487
71 H 2.698 -3.460 -0.330  0.596
72 C 1.003 0.709 0.611  -2.619
73 H 2.025 -4.739 -1.296  0.590
74 C 4.049 -2.375 -2.648  -0.830
75 C -2.034 -0.598 -2.422  -1.197
76 H -1.159 1.872 2.102  0.238
77 H -7.902 3.856 -0.454  0.355
78 H -1.943 -1.212 4.937  0.363
79 N 0.011 -0.054 3.432  -0.195
80 H 3.771 3.432 1.063  0.259
81 C 0.231 -0.969 2.315  -0.573
82 H 2.109 -3.775 1.749  0.375
83 H 1.528 -3.314 -2.875  0.432
84 H -5.167 1.235 3.375  0.545
85 O -6.399 1.989 1.739  -0.536
86 H -1.101 2.072 -2.342  0.717
87 C 4.779 3.015 1.008  -0.533
88 C 1.348 -2.805 -1.928  -1.647
89 C 1.534 0.849 -0.840  1.542
90 C 0.905 2.152 -1.389  -2.257
91 C -7.935 3.056 0.280  -1.168
92 H -1.011 -2.364 -4.304  0.295
93 O 5.482 -2.301 -4.507  -0.404
94 H 0.223 -0.581 4.275  0.468
95 H 1.322 2.356 -2.375  0.392
96 H -8.380 5.614 1.235  0.275
97 H -6.372 5.192 -0.291  0.370
98 C 3.187 -1.147 -2.299  1.930
99 H 4.094 1.322 2.206  0.073
100 C 1.905 -5.884 1.397  -1.423
101 H 3.485 -2.919 -3.401  0.653
102 H -2.319 -4.711 0.153  0.368
103 H -2.606 0.318 -2.551  0.391

Results
Highest occupied orbital energy = -10.63 eV
DFT total energy = -5302.85580 Ha
Gap between HOMO and LUMO = 7.56 eV
Charge = +1

---

# 4
Molecular formula: C9H23AlCl16N
Method: DFT, wB97M-V/def2-TZVPD

Each line ends with the Mulliken charge.
Element x y z (Å)
1 H -7.914 -3.328 1.259  0.279
2 Cl -6.822 -1.295 1.685  -0.144
3 H -1.470 5.820 3.300  0.246
4 Cl -1.586 -0.062 -3.762  -0.150
5 Cl -1.280 -4.382 5.016  -0.214
6 H -3.965 -3.813 -0.892  0.211
7 Cl -2.720 0.789 2.882  -0.106
8 H 5.500 1.024 -2.745  -0.027
9 Cl 10.595 3.697 -7.356  -0.160
10 H 0.614 0.713 -3.495  0.190
11 H -2.378 -2.313 5.262  0.256
12 H -0.623 -2.169 5.487  0.317
13 N -3.922 -4.328 -0.028  -0.597
14 H -1.400 -2.266 -1.162  -0.272
15 H -3.616 -5.273 -0.185  0.207
16 H 5.171 2.218 -4.022  0.267
17 Cl 7.408 1.491 -4.041  -0.147
18 Cl -1.210 -2.063 3.137  -0.185
19 C 3.240 -1.208 -0.371  0.019
20 C 5.871 1.901 -3.259  0.075
21 H -3.839 -3.185 1.724  -0.065
22 H -2.697 7.033 3.743  0.294
23 Al -1.952 -2.094 0.357  -0.071
24 Cl -3.653 4.968 3.167  -0.179
25 C -7.104 -3.023 1.910  0.019
26 Cl -0.119 0.505 -1.280  -0.068
27 H 9.362 2.056 -6.212  0.050
28 C 9.340 2.459 -7.216  -0.008
29 Cl 3.511 -0.616 -2.025  -0.180
30 H 2.254 -0.885 -0.053  0.045
31 Cl 9.589 1.138 -8.364  -0.155
32 H 8.379 2.916 -7.417  0.264
33 H -2.506 -4.315 1.585  0.295
34 Cl -7.552 -3.415 3.582  -0.190
35 C -1.853 2.212 2.342  0.595
36 H -2.850 -0.738 0.366  -0.201
37 C -3.127 -3.622 1.011  -0.166
38 C -0.324 0.901 -2.985  -0.275
39 Cl -2.104 5.664 5.556  -0.147
40 H -2.345 3.097 2.731  -0.484
41 C -2.389 6.000 3.846  -0.247
42 H -6.191 -3.553 1.656  0.034
43 H -0.595 1.947 -3.065  0.268
44 Cl -0.162 2.231 2.903  -0.220
45 C -1.406 -2.614 4.883  -0.496
46 H -0.695 -1.888 1.388  0.050
47 H -1.854 2.217 1.257  0.225
48 Cl 6.058 3.209 -2.087  -0.160
49 Cl 3.322 -2.965 -0.287  -0.157
50 H 4.007 -0.791 0.270  0.262

Results
Highest occupied orbital energy = -4.28 eV
DFT total energy = -8016.91386 Ha
Gap between HOMO and LUMO = 6.13 eV
Charge = -1

---

# 5
Molecular formula: CH3NO2S2
Method: DFT, wB97M-V/def2-TZVPD

Each line ends with the Mulliken charge.
Element x y z (Å)
1 C 0.403 -3.463 -1.261  0.722
2 H 1.895 5.060 0.952  0.140
3 S 0.683 5.481 1.276  -0.278
4 N -1.142 -1.627 0.438  -0.335
5 H -0.648 -0.758 0.287  0.259
6 O 1.037 -3.618 -0.306  -0.358
7 H 0.195 4.239 1.381  0.138
8 S -2.275 -1.975 -0.514  0.073
9 O -0.148 -3.339 -2.253  -0.361

Results
Highest occupied orbital energy (spin up / spin down) = -8.74 / -8.74 eV
DFT total energy = -1041.46476 Ha
SMILES = O=C=O.N=S.S
Energy above the lowest of the compared OMol25 structures with the same formula, charge and spin = 0.7225 eV
Gap between HOMO and LUMO (spin up / spin down) = 7.46 / 7.45 eV

---

# 6
Molecular formula: CH2Cl3Cu
Method: DFT, wB97M-V/def2-TZVPD

Each line ends with the Mulliken charge.
Element x y z (Å)
1 H 1.342 -0.469 0.487  0.287
2 Cl -0.646 -1.586 1.369  -0.122
3 H -0.149 -0.291 -0.502  0.030
4 C 0.467 -0.974 0.092  0.008
5 Cl 1.047 -2.311 -0.848  -0.093
6 Cl -0.620 2.371 -1.385  -0.009
7 Cu -1.441 3.260 0.787  0.899

Results
Highest occupied orbital energy (spin up / spin down) = -14.04 / -13.77 eV
Multiplicity = 2
DFT total energy = -3059.93615 Ha
Energy above the lowest of the compared OMol25 structures with the same formula, charge and spin = 0.5067 eV
Gap between HOMO and LUMO (spin up / spin down) = 6.54 / 3.07 eV
Charge = +1